Record 1
Entry from the OMol25 dataset: C21H34GeN12O2SiTc as an isolated structure (wB97M-V/def2-TZVPD).

Structure (XYZ):
```
72
Properties=species:S:1:pos:R:3:forces:R:3
Tc -0.015512 0.133295 0.749303 -1.556 -0.678 -0.164
N 1.488110 2.211475 3.138951 0.079 0.049 -0.117
C 1.838780 0.870223 3.216378 0.005 -0.273 0.054
N 2.673238 0.357298 4.091871 -0.020 0.203 0.027
N 2.669201 -0.963058 3.829709 -0.033 -0.115 -0.081
N 1.886300 -1.232765 2.851369 0.035 0.009 0.110
N 1.338091 -0.075572 2.402537 0.226 0.152 0.216
C 0.159584 2.492764 2.851108 -0.352 0.023 0.008
N -0.559876 3.434777 3.423052 0.158 0.045 0.035
N -1.792345 3.278009 2.907180 -0.048 -0.123 -0.043
N -1.819684 2.300518 2.072751 -0.013 -0.014 0.173
N -0.571320 1.778509 1.985562 0.016 0.586 0.534
H 1.866809 2.775548 3.886284 -0.004 -0.032 0.034
C -5.086162 -2.512034 -0.136044 0.020 -0.023 -0.064
O -4.506260 -1.792360 0.959516 -0.006 0.108 -0.006
C -3.176534 -1.899744 1.075656 -0.139 -0.353 0.161
O -2.461534 -2.574571 0.379433 0.004 0.253 -0.179
N -2.769382 -1.219483 2.189626 -0.108 0.147 0.097
N -1.401531 -0.887423 2.340614 0.425 -0.001 -0.561
H -6.140241 -2.618280 0.098735 0.002 0.033 0.013
H -4.615492 -3.485985 -0.243823 -0.012 -0.006 0.014
H -4.960290 -1.942411 -1.056189 0.008 -0.010 0.005
H -3.417775 -0.551055 2.575221 0.063 0.116 -0.054
H -0.897941 -1.704796 2.683519 -0.046 -0.037 0.023
H -1.369476 -0.183007 3.071776 0.103 0.006 0.027
C 0.288441 -3.600944 1.152927 -0.038 0.093 -0.082
Si 0.626753 -2.195848 -0.064010 0.376 -0.435 0.076
C -0.071665 -2.689796 -1.756726 -0.054 0.236 0.183
C 2.519711 -2.148685 -0.338475 -0.254 -0.099 -0.011
C 3.417314 -2.606188 0.630132 0.056 0.058 0.008
C 4.785030 -2.626726 0.392492 0.015 -0.001 0.026
C 5.292798 -2.194284 -0.823934 -0.020 -0.007 0.001
C 4.419467 -1.754788 -1.808403 0.027 0.023 -0.019
C 3.053298 -1.742829 -1.564548 0.013 -0.027 0.000
H 0.775247 -4.510299 0.790969 0.050 0.021 -0.013
H -0.779684 -3.804172 1.233475 0.117 0.012 -0.023
H 0.696002 -3.375852 2.138324 0.056 -0.013 0.015
H 0.412116 -3.619551 -2.065486 0.016 0.001 0.011
H 0.117416 -1.946777 -2.534901 -0.011 -0.038 -0.021
H -1.145909 -2.854399 -1.693918 -0.025 0.003 0.003
H 3.048038 -2.931534 1.592512 0.013 -0.032 -0.034
H 5.456130 -2.980810 1.165184 -0.002 -0.003 -0.005
H 6.359284 -2.214964 -1.009298 0.003 0.014 0.004
H 4.802535 -1.434797 -2.770549 -0.009 -0.008 -0.003
H 2.390555 -1.433778 -2.364069 0.006 -0.019 -0.024
C 3.124135 2.181378 -2.309349 -0.117 -0.063 0.101
C 2.086430 1.399096 -2.786609 0.022 0.106 -0.071
C 1.188206 0.854032 -1.895143 -0.144 -0.025 -0.009
N 1.279096 1.040342 -0.568995 0.614 0.309 -0.571
C 2.289878 1.800598 -0.107741 -0.012 -0.054 0.193
C 3.216478 2.386414 -0.940769 0.098 0.033 -0.135
H 3.843091 2.621062 -2.986905 0.008 0.005 0.004
H 1.960196 1.211065 -3.843133 -0.009 -0.014 -0.001
H 0.367777 0.240355 -2.235860 -0.048 0.023 0.024
H 2.352107 1.935348 0.963486 -0.052 0.019 -0.015
H 4.004915 2.990002 -0.515349 -0.010 -0.015 0.035
C -1.347846 2.719001 -2.988231 -0.023 -0.205 0.175
Ge -2.291838 2.241175 -1.311370 -0.230 0.116 -0.267
C -2.376821 3.931446 -0.320716 0.075 -0.166 0.030
C -4.149720 1.840783 -1.859065 0.157 0.003 0.064
C -1.709045 0.524658 -0.481786 0.272 0.216 0.042
H -1.949096 3.479040 -3.490278 -0.012 -0.011 0.011
H -1.236140 1.874012 -3.670190 0.013 -0.006 0.002
H -0.367110 3.149218 -2.792678 0.081 0.014 0.004
H -2.811573 4.667285 -1.000078 0.027 0.005 -0.041
H -1.391318 4.284030 -0.014043 0.001 -0.005 0.014
H -2.996338 3.852071 0.569190 0.002 0.021 -0.097
H -4.562332 2.680946 -2.419741 -0.010 -0.006 0.000
H -4.778131 1.674565 -0.982186 0.013 0.003 0.006
H -4.196753 0.949987 -2.488198 0.021 0.006 -0.005
H -1.782380 -0.188971 -1.314147 0.103 -0.092 0.037
H -2.587490 0.338223 0.144070 0.017 -0.061 0.111
```
Positions in Å, forces in eV/Å.

Computed properties:
net charge = 0
highest occupied orbital energy (alpha / beta) = -8.59 / -8.41 eV
HOMO-LUMO gap (alpha / beta) = 8.1 / 6.8 eV
expectation value of S² = 3.782
LUMO energy (alpha / beta) = -0.5 / -1.6 eV
energy above the lowest of the compared OMol25 structures with the same formula, charge and spin = 53.4 kJ/mol
multiplicity = 4
total energy = -4075.3253 a.u.

---

Record 2
Entry from the OMol25 dataset: C19H28F6IrNOSbSe5SiTe as an isolated structure (wB97M-V/def2-TZVPD).

Structure (XYZ):
```
64
Properties=species:S:1:pos:R:3:forces:R:3
Ir 0.368709 -0.688344 -0.617180 -1.959 -1.856 1.628
C 0.104497 1.667353 -3.269105 0.215 -0.176 -0.089
Si -0.662463 2.285189 -1.690982 -0.390 -0.043 -0.248
C -2.395270 2.835390 -2.194153 -0.115 0.073 0.100
C 0.227653 3.704782 -0.900452 0.185 0.007 0.211
N -0.723588 0.942452 -0.466304 0.485 0.173 -0.115
C -1.073507 1.291793 0.853649 0.047 0.110 -0.316
C -2.003443 2.304233 1.132351 -0.202 -0.008 -0.140
C -2.331470 2.657093 2.425811 -0.007 0.024 0.057
C -1.714964 2.022458 3.497204 -0.023 -0.036 -0.052
C -0.786698 1.025809 3.251765 0.172 -0.075 0.162
C -0.493087 0.658783 1.948743 0.227 0.128 0.201
O 0.497400 -0.303437 1.662574 -0.256 -0.107 -0.400
C 0.684657 -1.334049 2.617533 -0.123 -0.021 0.017
C -0.401545 -1.961011 3.208145 -0.212 -0.008 0.008
C -0.188499 -2.985487 4.117550 -0.003 -0.039 -0.011
C 1.105779 -3.386639 4.430921 0.021 0.031 0.007
C 2.181413 -2.751870 3.829467 -0.110 -0.034 0.008
C 1.969829 -1.722195 2.917383 0.243 0.013 0.033
H 0.425442 2.546057 -3.838531 -0.107 -0.086 0.066
H -0.595516 1.113181 -3.901750 -0.001 0.142 0.015
H 0.999979 1.061548 -3.119420 -0.003 0.134 -0.065
H -2.395846 3.078804 -3.261715 -0.022 -0.025 0.079
H -2.699375 3.742250 -1.662013 -0.010 -0.070 -0.060
H -3.170657 2.081005 -2.020539 0.071 0.073 -0.029
H 0.515854 4.419109 -1.677082 -0.042 -0.051 0.084
H 1.146151 3.369360 -0.408606 -0.107 0.080 -0.096
H -0.391296 4.218886 -0.162252 -0.018 -0.015 -0.060
H -2.499872 2.795810 0.303780 0.074 -0.042 0.097
H -3.068841 3.429682 2.605380 0.042 -0.029 -0.046
H -1.958229 2.292425 4.516988 0.045 0.004 -0.057
H -0.286919 0.531890 4.075565 -0.027 0.032 -0.030
H -1.412481 -1.647228 2.968045 0.066 0.029 0.048
H -1.039082 -3.478136 4.576894 0.084 0.076 -0.032
H 1.273330 -4.184118 5.145308 -0.025 0.062 -0.061
H 3.193341 -3.050665 4.071154 -0.024 0.015 -0.034
H 2.805544 -1.230096 2.449451 0.005 -0.016 -0.044
Se 2.879913 1.720446 1.979924 0.285 -0.117 -0.005
Se 4.697331 0.686410 1.438629 -0.196 0.076 -0.425
Te 4.415733 -0.750681 -0.664259 0.501 -0.201 0.526
Se 2.436941 -2.135573 -0.529425 -0.614 -0.130 0.063
C -2.733945 -3.178580 0.145904 -0.065 0.518 -0.277
Se -0.805027 -2.978981 0.247419 1.331 0.606 -0.595
C -0.312966 -3.948977 -1.359916 -0.125 -0.203 0.092
C -0.750105 -3.307126 -2.649832 -0.001 -0.142 0.073
Se -0.422708 -1.380206 -2.813217 0.485 0.543 0.109
C -2.289057 -0.858370 -2.692263 -0.048 0.086 0.006
H -2.976791 -4.154386 0.556368 0.125 -0.056 0.031
H -3.079553 -3.100790 -0.881501 -0.048 0.018 0.056
H -3.187155 -2.400092 0.754512 -0.035 0.017 -0.008
H -0.719910 -4.957299 -1.292115 0.024 -0.052 0.067
H 0.768725 -4.002986 -1.286243 0.081 -0.132 -0.053
H -1.815876 -3.432652 -2.828798 -0.019 -0.008 -0.016
H -0.217283 -3.783065 -3.471414 0.005 0.093 -0.092
H -2.857918 -1.437194 -3.416264 0.029 -0.001 -0.044
H -2.345163 0.198516 -2.937456 -0.010 -0.053 0.009
H -2.646264 -1.017700 -1.678910 0.001 0.027 -0.028
F 2.413927 1.406645 -1.161290 0.516 -0.080 0.247
Sb 3.860465 2.427245 -2.021346 -0.346 0.659 -0.541
F 5.528357 1.744757 -1.363959 -0.254 -0.236 0.336
F 3.822650 0.958182 -3.204272 0.149 0.019 -0.289
F 4.947614 3.583127 -3.009156 -0.072 -0.031 -0.041
F 2.398369 3.291103 -2.832705 0.107 0.175 -0.115
F 3.782767 3.456161 -0.443991 0.002 0.135 0.079
```
Positions in Å, forces in eV/Å.

Computed properties:
net charge = +1
highest occupied orbital energy (alpha / beta) = -10.70 / -10.70 eV
HOMO-LUMO gap (alpha / beta) = 4.7 / 4.7 eV
LUMO energy (alpha / beta) = -6.0 / -6.0 eV
energy above the lowest of the compared OMol25 structures with the same formula, charge and spin = 28.7 kJ/mol
total energy = -14379.1117 a.u.